1.
The following is a DFT calculation (ωB97M-V with the def2-TZVPD basis set) of a structure of composition C24H34GeN2O4RhSe3.

Calculated values
E_tot	-292175.833	eV
ΔE to the lowest compared entry with this formula, charge and spin	20.9	kcal per mole
LUMO	2.50	eV
total charge	-1

Last column: Mulliken charge in e.
Positions of all 69 atoms, in Å:
Rh 0.07978 0.34223 0.72695  0.27
Se 0.50525 2.47836 -0.47182  -0.23
Se 2.43966 -0.16239 1.09210  -0.23
Se -2.34207 1.17507 0.75944  0.28
Ge -3.00339 0.50162 -2.55513  0.68
O 2.01345 2.75377 2.59218  -0.47
O 0.08470 -0.67564 -1.06293  -0.59
O -0.30689 1.02090 2.63792  -0.57
O 4.92863 3.27929 -1.23115  -0.55
N -0.28802 -1.53658 1.37153  1.49
N -0.35627 -2.46726 0.35522  -1.17
C 0.35438 -3.18373 -4.32704  -0.89
C 0.30419 -2.34237 -3.22525  -0.16
C 4.65899 3.35413 0.16141  -1.24
C 0.08843 -4.53832 -4.18508  -0.37
C -1.30489 0.92807 -3.41915  -0.52
C -4.45201 1.09833 -3.76452  -1.32
C 0.49431 0.31746 6.06765  -0.50
C 0.02647 -1.12705 3.72265  0.97
C -3.26800 -1.41666 -2.22309  -0.99
C 0.22533 0.98285 4.89463  -0.33
C 0.53529 -1.07614 6.10753  -0.72
C 3.35983 2.65535 0.59648  2.55
C -0.22048 -5.05195 -2.93145  -0.71
C 2.17939 3.42570 -0.01699  -1.36
C 3.34319 2.73575 2.13205  -1.35
C -0.01301 0.30574 3.67272  0.11
C -0.17990 -1.97115 2.57097  -1.09
C -3.37646 -0.38574 1.27853  -0.98
C 3.42699 1.20057 0.09587  -2.10
C -3.27224 1.56381 -0.91351  -1.00
C 0.29296 -1.76816 4.94068  -0.77
C -0.09210 -1.92794 -0.80836  -0.04
C -0.27019 -4.21466 -1.82831  -0.18
C -0.01703 -2.85136 -1.97090  0.74
H 3.86525 3.65146 2.45512  0.38
H 3.07754 1.14903 -0.93859  0.57
H -2.47678 -1.82492 -1.59840  0.03
H 4.60490 4.41915 0.40039  0.45
H 0.16550 2.06543 4.87175  0.58
H -1.31353 1.96824 -3.75193  0.39
H -3.01310 2.60189 -1.12953  0.47
H -3.26869 -1.96059 -3.16961  0.34
H 5.49437 2.92205 0.73253  0.41
H 0.74947 -1.59762 7.03092  0.38
H -4.37584 2.17034 -3.95412  0.36
H -4.38243 0.57747 -4.72133  0.36
H -0.41952 -6.11031 -2.81389  0.38
H -4.22634 -1.59112 -1.73075  0.42
H -0.21920 -3.05031 2.71086  0.26
H -1.16859 0.28740 -4.29370  0.33
H -5.43570 0.89560 -3.33695  0.37
H 4.74123 2.37872 -1.51895  0.38
H 2.50207 3.79893 -0.99002  0.55
H 1.92917 4.27888 0.61119  0.32
H 4.46009 0.83796 0.13067  0.49
H 0.12524 -5.19368 -5.04705  0.38
H -0.50901 -4.59679 -0.84595  0.45
H 1.94846 2.31697 3.44900  0.24
H -4.38947 -0.09175 1.54810  0.46
H -2.87083 -0.80390 2.14653  0.20
H 0.51966 -1.28593 -3.31708  0.43
H -3.38369 -1.11938 0.47803  0.19
H 0.67530 0.88754 6.97229  0.37
H 3.89793 1.87785 2.52721  0.43
H -0.46663 0.79580 -2.73629  -0.23
H 0.31500 -2.85346 4.94495  0.34
H 0.60497 -2.77891 -5.30007  0.40
H -4.33509 1.55605 -0.65716  0.45

Forces on atoms 1 to 2 (eV/Å):
-0.4 0.2 0.0
0.1 0.1 0.0


2.
The following is a DFT calculation (ωB97M-V with the def2-TZVPD basis set) of an isolated molecule of C24H34N4O2.

Calculated values
E_tot	-35495.710	eV
ΔE to the lowest compared entry with this formula, charge and spin	51.6	kcal per mole
LUMO	0.78	eV
SMILES	CCc1ccc(CN2CCC[C@@H](CCC(=O)N3CCN(c4ccccn4)CC3)C2)o1

Last column: Mulliken charge in e.
Positions of all 64 atoms, in Å:
O -6.16801 -0.73672 -0.64098  -0.30
O 1.45906 2.96459 -0.29657  -0.68
N -2.98719 -0.06474 -1.09486  0.20
N 5.98705 -1.71444 0.76088  -0.33
N 2.51613 1.04607 0.18434  0.09
N 5.27310 0.43471 0.39681  0.10
C 6.73906 -2.75650 0.45710  -0.44
C 7.56844 -2.81242 -0.64616  -0.47
C 6.01882 -0.63299 -0.02513  0.99
C 0.72934 1.84777 1.68135  -1.40
C -6.99922 -0.91485 0.40939  0.20
C -1.15987 0.93366 0.19772  1.11
C 7.60859 -1.69327 -1.47045  -0.56
C 3.39428 1.21015 -0.95742  -0.83
C -2.66327 2.33826 -1.20598  -1.01
C -5.05754 -1.88381 0.90348  -0.62
C 4.39043 0.26961 1.53052  -1.19
C -1.81328 2.30766 0.05925  -0.94
C 2.95552 -0.01667 1.05882  -0.42
C 6.83634 -0.59371 -1.16903  -0.53
C -2.24161 -0.14983 0.14451  -1.30
C -0.35691 0.78106 1.49391  -1.08
C 1.60145 2.01158 0.44949  0.89
C -3.86178 -1.20682 -1.31956  -1.46
C 4.82345 1.49527 -0.47468  -0.88
C -3.68265 1.20595 -1.18822  -0.51
C -6.36287 -1.61919 1.38738  -0.51
C -4.98887 -1.32942 -0.34091  0.88
C -8.38802 -0.38216 0.31271  -0.61
C -9.29610 -1.33593 -0.46763  -1.12
H -2.90089 -0.04245 1.02569  0.29
H -8.36252 0.58541 -0.19311  0.26
H 3.01539 2.04064 -1.55465  0.55
H 0.09411 -0.21427 1.49952  0.45
H -8.91174 -1.48109 -1.47431  0.31
H -1.04024 0.83728 2.34568  0.56
H -2.44143 2.50409 0.93256  0.26
H 4.82474 2.43031 0.09677  0.34
H 6.87976 0.27753 -1.80190  0.24
H 3.38217 0.28951 -1.55138  0.28
H 8.24442 -1.68063 -2.34440  0.40
H 2.29630 -0.12312 1.91572  0.49
H -2.01532 2.21647 -2.07491  0.35
H 0.25659 2.81570 1.85027  0.44
H -1.77482 -1.13810 0.19222  0.41
H 4.76225 -0.55729 2.13383  0.51
H -3.18012 3.29544 -1.29253  0.44
H -8.78124 -0.24000 1.32040  0.31
H -9.34237 -2.30310 0.02752  0.33
H 5.48743 1.61397 -1.32733  0.38
H 4.40432 1.19721 2.11312  0.31
H -6.76871 -1.90985 2.33513  0.49
H 1.33309 1.61513 2.55998  0.48
H 6.65858 -3.59016 1.14379  0.38
H -4.27880 -1.10687 -2.32562  0.43
H -4.28122 -2.42184 1.40900  0.53
H -1.04737 3.07977 -0.00397  0.41
H -10.30228 -0.92931 -0.53423  0.36
H 8.16101 -3.68772 -0.85658  0.38
H -3.24681 -2.10984 -1.27983  0.45
H 2.95216 -0.95715 0.49543  0.16
H -4.37849 1.35424 -0.34290  0.24
H -4.26640 1.20985 -2.11201  0.43
H -0.49125 0.78802 -0.65641  0.10

Forces on atoms 1 to 2 (eV/Å):
-0.2 0.2 -0.3
-0.2 0.3 -0.2


3.
The following is a DFT calculation (ωB97M-V with the def2-TZVPD basis set) of an isolated molecule of C24H34N4O2.

Calculated values
E_tot	-35495.787	eV
ΔE to the lowest compared entry with this formula, charge and spin	49.9	kcal per mole
LUMO	0.75	eV
SMILES	CCCn1ncc(CN2CCC(Oc3ccc(C(=O)N4CCCC4)cc3)CC2)c1C

Last column: Mulliken charge in e.
Positions of all 64 atoms, in Å:
O 6.48996 1.80930 0.47329  -0.67
O 0.52218 -0.09787 -0.55230  -0.33
N -6.94686 0.87124 -0.19193  -1.20
N 6.82761 -0.40801 0.43284  0.16
N -2.65072 1.30062 0.09407  0.12
N -6.78659 -0.25926 0.49512  0.92
C 3.83436 -0.45907 0.82390  -0.27
C 8.86183 -1.61192 0.36146  -0.53
C -7.93120 -1.90246 -0.91823  -0.46
C -1.58610 -0.04824 -1.63668  -1.40
C 8.26147 -0.23191 0.62095  -0.66
C -2.39504 -0.05765 -0.34442  0.00
C 6.03680 0.68439 0.33778  0.12
C 7.83528 -2.26720 -0.56091  -0.72
C -0.26143 0.68879 -1.43782  0.06
C 4.58827 0.44291 0.07773  0.10
C 6.51530 -1.75978 0.01745  -0.54
C -5.58203 -0.30805 1.11415  0.37
C -7.82752 -1.25127 0.46477  -0.85
C 2.48470 -0.60007 0.58952  -0.62
C -3.58008 1.34751 1.21440  -1.22
C -0.54726 2.07918 -0.86202  -0.73
C -6.68843 -2.70994 -1.27044  -0.89
C 3.94845 1.20698 -0.88918  -1.10
C -5.14902 -1.45304 1.95838  -1.80
C 1.84592 0.15184 -0.40128  0.86
C -5.84344 1.56695 -0.01588  -0.43
C 2.59669 1.06196 -1.14097  -0.15
C -1.40002 1.96610 0.39799  -0.85
C -4.93638 0.87939 0.80727  0.92
H -2.15462 0.46255 -2.41382  0.42
H -1.84413 -0.63178 0.42269  0.23
H -8.07415 -1.10995 -1.65397  0.34
H 4.30104 -1.03302 1.61025  0.42
H 5.69550 -1.76967 -0.70245  0.39
H 7.89808 -3.35329 -0.56499  0.36
H 2.14277 1.66630 -1.91048  0.35
H -3.21231 0.75186 2.07107  0.34
H 7.95928 -1.90224 -1.58114  0.32
H -7.62141 -2.00323 1.22832  0.32
H -5.82138 -1.58758 2.80654  0.45
H -3.64841 2.39123 1.53624  0.49
H -3.35471 -0.54805 -0.52114  0.02
H 8.62549 0.51873 -0.08874  0.31
H 0.38476 2.59228 -0.61976  0.49
H -4.14940 -1.26544 2.34063  0.34
H 9.85176 -1.55034 -0.08498  0.33
H -1.62052 2.96800 0.77541  0.46
H 8.93501 -2.17384 1.29334  0.29
H -6.78625 -3.14012 -2.26394  0.37
H -1.08627 2.65904 -1.61167  0.46
H -0.82948 1.42346 1.17503  0.27
H -1.38937 -1.07317 -1.95366  0.41
H 8.46402 0.13980 1.62856  0.31
H -5.72376 2.52854 -0.47230  0.55
H -5.12790 -2.37916 1.38479  0.29
H -6.54161 -3.52198 -0.56037  0.27
H -8.77350 -0.75349 0.69849  0.31
H 1.89012 -1.29131 1.16657  0.43
H -5.80608 -2.07369 -1.26239  0.12
H 0.25256 0.77457 -2.40680  0.32
H -8.81004 -2.54915 -0.93342  0.37
H 6.22857 -2.36865 0.88443  0.21
H 4.52522 1.92657 -1.45079  0.42

Forces on atoms 1 to 2 (eV/Å):
0.0 0.2 -0.1
0.0 -0.2 0.1